20
Properties=species:S:1:pos:R:3:forces:R:3 method="wB97M-V/def2-TZVPD" smiles="C=C(C)C[C@@H](N)C[O-]" e_homo_ev=-2.621 energy_ha=-365.73072 charge=-1 homo_lumo_gap_ev=6.5654
C 0.184771 -1.106892 1.986230 2.5275 1.6158 -0.9099
O 1.054303 -0.092842 2.321667 -0.7996 0.0301 0.0746
C -0.342912 -1.048364 0.448657 -0.4640 -2.0886 1.2364
C 0.469018 -0.042981 -0.279282 2.8592 0.7951 0.3787
C -0.095245 1.141392 -1.032146 -0.1721 0.1681 0.9682
C -0.816031 0.992519 -2.134804 -0.9883 -1.3725 -0.8149
C 0.031889 2.439703 -0.257324 -0.2910 0.4325 -0.6899
N -0.118081 -2.435811 -0.160634 -0.9527 1.1228 -0.2120
H -0.653546 -1.152530 2.656770 -0.8687 -0.4586 0.4778
H 0.825671 -1.996391 1.974929 -0.5163 -1.0771 0.4080
H -1.438409 -0.923594 0.546557 0.4519 0.4585 -0.6533
H 1.190178 -0.609323 -0.866685 -0.2456 -0.0032 -0.9225
H 1.271486 0.277261 0.540296 -1.8448 0.1149 -0.8122
H -1.460225 1.627617 -2.734672 0.4979 1.1060 0.5158
H -1.045215 -0.014451 -2.500165 0.6384 -0.1277 0.2693
H 0.153341 2.190604 0.785770 -0.1463 -0.0199 0.4213
H -0.870064 3.029519 -0.431809 -0.0679 0.1242 0.2277
H 0.863436 3.115344 -0.505127 0.1051 -0.4958 -0.2554
H 0.560231 -2.328465 -0.904334 0.0296 -0.3067 0.2030
H 0.235404 -3.062315 0.546107 0.2477 -0.0179 0.0893